{"formula": "C26H24N7O3Ti", "method": "ωB97M-V/def2-TZVPD", "symbols": ["Ti", "C", "C", "N", "O", "C", "C", "N", "O", "H", "H", "H", "H", "H", "H", "H", "C", "C", "N", "C", "C", "C", "C", "C", "C", "C", "C", "C", "N", "C", "H", "H", "H", "H", "H", "H", "H", "H", "N", "C", "C", "C", "C", "C", "N", "C", "C", "C", "C", "C", "N", "H", "H", "H", "H", "H", "H", "H", "H", "H", "O"], "coordinates": [[-0.016, -0.250, 0.020], [3.147, 1.005, 3.235], [2.012, 0.870, 2.261], [1.752, -0.175, 1.555], [2.553, -1.306, 1.656], [1.095, 1.987, 2.108], [1.150, 3.265, 2.875], [0.144, 1.783, 1.227], [-0.731, 2.696, 1.082], [3.827, 0.158, 3.281], [2.748, 1.165, 4.238], [3.739, 1.883, 2.977], [3.205, -1.164, 2.353], [2.001, 3.310, 3.553], [0.231, 3.398, 3.451], [1.199, 4.112, 2.187], [-3.278, -2.185, -2.439], [-2.174, -1.470, -2.003], [-1.874, -1.290, -0.724], [-2.672, -1.881, 0.216], [-3.844, -2.600, -0.142], [-4.132, -2.746, -1.485], [-4.635, -3.145, 0.928], [-4.279, -2.967, 2.215], [-3.099, -2.219, 2.591], [-2.728, -1.981, 3.897], [-1.579, -1.193, 4.131], [-0.860, -0.705, 3.073], [-1.157, -0.937, 1.771], [-2.298, -1.690, 1.545], [-3.463, -2.295, -3.497], [-1.501, -1.012, -2.721], [-5.013, -3.297, -1.792], [-5.528, -3.707, 0.679], [-4.887, -3.382, 3.010], [-3.315, -2.373, 4.717], [-1.261, -0.957, 5.137], [0.001, -0.085, 3.258], [0.517, 2.132, -2.778], [1.672, 1.467, -2.417], [2.822, 1.762, -3.169], [3.991, 1.111, -2.877], [3.995, 0.156, -1.863], [2.822, -0.083, -1.189], [1.669, 0.584, -1.428], [-0.761, 2.130, -2.251], [-1.665, 3.042, -2.822], [-2.929, 3.140, -2.303], [-3.272, 2.348, -1.211], [-2.332, 1.477, -0.729], [-1.100, 1.320, -1.260], [0.651, 2.818, -3.500], [2.769, 2.488, -3.969], [4.889, 1.327, -3.441], [4.882, -0.409, -1.615], [2.740, -0.846, -0.436], [-1.350, 3.659, -3.654], [-3.639, 3.836, -2.730], [-4.240, 2.414, -0.736], [-2.556, 0.858, 0.128], [0.687, -1.599, -0.491]], "spin_multiplicity": 2, "homo_energy_ev": [-4.560, -7.277]}

=====

{"formula": "C26H24NOPPtSSe4", "method": "ωB97M-V/def2-TZVPD", "symbols": ["Pt", "C", "C", "C", "C", "C", "C", "C", "P", "C", "C", "C", "C", "C", "C", "C", "C", "C", "C", "C", "C", "C", "C", "H", "H", "H", "H", "H", "H", "H", "H", "H", "H", "H", "H", "H", "H", "H", "H", "H", "H", "H", "H", "Se", "Se", "Se", "Se", "O", "N", "C", "C", "C", "C", "C", "S", "H", "H", "H", "H"], "coordinates": [[0.574, 0.334, -1.160], [-2.948, -0.597, -0.626], [-2.607, -1.734, 0.291], [-3.544, -2.741, 0.502], [-3.309, -3.785, 1.382], [-2.120, -3.833, 2.091], [-1.170, -2.844, 1.894], [-1.394, -1.801, 0.994], [-0.122, -0.514, 0.787], [1.295, -1.072, 1.787], [1.647, -0.364, 2.932], [2.743, -0.743, 3.695], [3.487, -1.847, 3.316], [3.149, -2.546, 2.166], [2.070, -2.170, 1.376], [1.771, -2.940, 0.118], [-0.809, 0.927, 1.643], [-1.748, 0.935, 2.663], [-2.262, 2.149, 3.100], [-1.852, 3.331, 2.493], [-0.918, 3.316, 1.465], [-0.372, 2.108, 1.048], [0.703, 1.995, 0.001], [-3.773, -0.869, -1.282], [-2.112, -0.290, -1.251], [-3.251, 0.280, -0.046], [-4.481, -2.698, -0.040], [-4.056, -4.556, 1.517], [-1.927, -4.634, 2.792], [-0.244, -2.883, 2.452], [1.060, 0.494, 3.236], [3.012, -0.174, 4.575], [4.344, -2.154, 3.901], [3.754, -3.389, 1.856], [2.582, -3.631, -0.108], [1.654, -2.266, -0.735], [0.847, -3.516, 0.204], [-2.094, 0.003, 3.095], [-2.993, 2.173, 3.897], [-2.269, 4.275, 2.820], [-0.608, 4.240, 0.993], [1.674, 1.899, 0.498], [0.732, 2.858, -0.668], [3.913, 0.104, -0.492], [5.792, -0.271, 0.566], [5.961, 2.985, -0.262], [4.212, 2.261, -1.350], [-1.262, 0.702, -2.964], [-0.801, 1.353, -3.982], [-1.678, 2.033, -4.764], [-1.267, 2.743, -5.860], [0.088, 2.767, -6.183], [0.968, 2.081, -5.380], [0.535, 1.369, -4.259], [1.656, 0.521, -3.231], [-2.701, 1.946, -4.434], [-2.002, 3.276, -6.446], [0.444, 3.318, -7.042], [2.030, 2.084, -5.581]], "homo_energy_ev": [-7.474, -7.472], "de_lowest_kcal_mol": 60.51}

=====

{"formula": "C26H25F22N2O3PS2", "method": "ωB97M-V/def2-TZVPD", "symbols": ["C", "P", "C", "C", "C", "C", "C", "O", "C", "S", "O", "O", "C", "F", "F", "C", "F", "F", "F", "C", "N", "S", "N", "C", "C", "C", "F", "F", "C", "F", "F", "C", "F", "F", "C", "F", "F", "C", "F", "F", "C", "F", "F", "C", "F", "F", "C", "F", "F", "F", "H", "H", "H", "H", "H", "H", "H", "H", "H", "H", "H", "C", "C", "C", "C", "C", "C", "H", "H", "H", "H", "H", "H", "H", "H", "H", "H", "H", "H", "H", "H"], "coordinates": [[1.043, 3.112, 4.573], [1.356, 2.856, 2.783], [3.160, 2.598, 2.613], [0.489, 1.265, 2.366], [0.832, 0.023, 3.076], [2.002, -0.020, 4.040], [3.308, -0.572, 3.427], [3.058, -1.083, 2.121], [0.063, -1.140, 2.913], [0.317, -2.604, 3.905], [-0.571, -3.642, 3.488], [1.708, -2.885, 4.104], [-0.345, -2.142, 5.629], [-0.984, -3.243, 6.049], [0.675, -1.888, 6.457], [-1.357, -0.977, 5.707], [-2.347, -1.184, 4.844], [-1.852, -0.909, 6.935], [-0.783, 0.193, 5.430], [-1.044, -1.141, 1.992], [-1.929, -2.131, 1.770], [-3.035, -1.551, 0.763], [-2.462, -0.074, 0.531], [-1.353, 0.059, 1.268], [-0.580, 1.283, 1.447], [-1.117, 2.519, 0.687], [-0.530, 3.674, 1.017], [-2.428, 2.637, 1.051], [-1.135, 2.557, -0.901], [-1.348, 3.848, -1.240], [-2.158, 1.848, -1.393], [0.111, 2.088, -1.718], [-0.194, 2.337, -3.009], [0.259, 0.757, -1.556], [1.472, 2.773, -1.410], [1.264, 4.063, -1.101], [2.004, 2.149, -0.336], [2.569, 2.784, -2.528], [3.643, 3.399, -1.994], [2.105, 3.538, -3.538], [3.074, 1.464, -3.173], [2.037, 0.846, -3.748], [3.936, 1.846, -4.136], [3.825, 0.402, -2.317], [2.980, -0.173, -1.449], [4.235, -0.528, -3.203], [5.097, 0.842, -1.540], [4.773, 1.533, -0.457], [5.897, 1.566, -2.300], [5.738, -0.258, -1.147], [1.065, 4.187, 4.737], [0.053, 2.755, 4.849], [1.790, 2.659, 5.226], [3.657, 2.541, 3.583], [3.568, 3.417, 2.031], [3.343, 1.666, 2.090], [2.181, 0.947, 4.491], [1.733, -0.687, 4.849], [4.055, 0.215, 3.357], [3.696, -1.356, 4.075], [3.866, -1.026, 1.606], [-1.480, -1.856, -3.635], [-2.923, -1.409, -3.436], [-3.882, -2.577, -3.227], [-3.973, -3.555, -4.400], [-4.380, -2.923, -5.730], [-5.767, -2.288, -5.703], [-1.370, -2.480, -4.523], [-0.827, -0.998, -3.758], [-1.126, -2.428, -2.774], [-3.240, -0.805, -4.291], [-2.980, -0.752, -2.564], [-4.878, -2.183, -3.004], [-3.574, -3.134, -2.336], [-4.693, -4.338, -4.143], [-3.013, -4.063, -4.528], [-4.359, -3.698, -6.501], [-3.642, -2.176, -6.032], [-6.528, -3.026, -5.442], [-6.025, -1.874, -6.679], [-5.825, -1.474, -4.979]], "homo_energy_ev": -8.555}

=====

{"formula": "C26H25F3N2O2S", "method": "ωB97M-V/def2-TZVPD", "symbols": ["F", "C", "F", "F", "S", "C", "C", "C", "C", "C", "C", "C", "O", "O", "H", "H", "H", "H", "H", "H", "C", "N", "C", "C", "C", "C", "C", "C", "C", "C", "C", "C", "C", "C", "C", "N", "C", "C", "C", "C", "H", "H", "H", "H", "H", "H", "H", "H", "H", "H", "H", "H", "H", "H", "H", "H", "H", "H", "H"], "coordinates": [[-5.591, 1.460, 2.582], [-4.634, 0.521, 2.720], [-3.425, 1.141, 2.736], [-4.798, -0.109, 3.899], [-4.738, -0.706, 1.309], [-3.298, -1.697, 1.456], [-3.366, -2.993, 0.897], [-2.423, -3.958, 1.364], [-2.326, -5.200, 0.758], [-3.206, -5.555, -0.282], [-4.227, -4.666, -0.661], [-4.334, -3.417, -0.069], [-5.876, -1.534, 1.657], [-4.750, 0.090, 0.099], [-2.751, -1.540, 2.380], [-1.815, -3.672, 2.230], [-1.553, -5.895, 1.095], [-3.094, -6.516, -0.787], [-4.942, -4.962, -1.429], [-5.197, -2.799, -0.315], [5.876, -2.754, -1.987], [4.871, -1.839, -2.493], [4.936, -1.634, -3.928], [3.912, -1.232, -1.677], [4.138, 0.057, -1.121], [3.158, 0.680, -0.376], [1.899, 0.067, -0.119], [0.839, 0.780, 0.531], [0.709, 2.168, 0.415], [-0.150, 3.029, 1.222], [-0.956, 2.778, 2.320], [-1.771, 3.823, 2.793], [-1.748, 5.096, 2.206], [-0.882, 5.376, 1.131], [-0.085, 4.333, 0.678], [0.805, 4.301, -0.407], [1.082, 5.426, -1.282], [1.301, 3.038, -0.554], [1.731, -1.271, -0.580], [2.685, -1.884, -1.370], [5.771, -2.867, -0.901], [5.774, -3.740, -2.469], [6.886, -2.377, -2.217], [4.153, -0.938, -4.250], [5.921, -1.232, -4.213], [4.809, -2.593, -4.456], [5.092, 0.555, -1.313], [3.337, 1.688, -0.003], [0.074, 0.247, 1.097], [-0.920, 1.791, 2.772], [-2.442, 3.636, 3.633], [-2.404, 5.874, 2.579], [-0.834, 6.348, 0.649], [0.470, 6.265, -0.948], [2.138, 5.715, -1.244], [0.829, 5.180, -2.318], [2.032, 2.780, -1.316], [0.796, -1.781, -0.342], [2.511, -2.884, -1.782]], "homo_energy_ev": -5.166}